24
Properties=species:S:1:pos:R:3:nbo_charge:R:1 method="wB97M-V/def2-TZVPD" de_lowest_kj_mol=766.6 lumo_ha=-0.1469 molar_mass_g_mol=124.18
H -2.63 -0.50 -1.01 0.36
C 0.76 0.53 2.11 -0.41
N 1.20 -0.32 -0.24 -0.35
H 0.44 -1.01 -0.15 0.45
H 1.46 1.19 2.62 0.21
H 0.45 -0.11 -2.19 0.33
C -0.63 0.62 2.70 -0.62
H -1.23 0.26 -1.42 0.39
N -1.78 -0.10 -0.63 -0.90
H -0.93 -2.89 -0.08 0.46
H -1.32 1.16 2.06 0.21
O -0.59 -2.08 0.33 -1.04
H -1.32 -0.84 -0.03 0.40
H -1.10 -0.36 2.82 0.23
C 1.43 0.03 -1.60 -0.40
H 1.21 -0.45 2.28 0.23
H -0.63 1.15 3.65 0.21
H -0.04 1.36 0.32 0.25
H 1.67 1.09 -1.68 0.20
H 2.25 -0.49 -2.11 0.25
O -0.74 0.61 -2.94 -0.85
H -0.58 1.53 -2.98 0.44
C 0.90 0.81 0.59 -0.26
H 1.65 1.60 0.43 0.21



31
Properties=species:S:1:pos:R:3:nbo_charge:R:1 method="wB97M-V/def2-TZVPD" de_lowest_kj_mol=126.8 lumo_ha=0.0317 molar_mass_g_mol=173.26
H -1.75 2.81 -3.88 0.48
C -0.06 2.09 -2.21 0.06
H -1.16 0.48 1.42 0.21
H 0.25 -3.67 2.03 0.21
H -1.53 -1.99 2.74 0.20
H 0.42 1.30 1.76 0.21
C 0.80 1.16 -1.33 -0.24
H 0.88 1.61 -4.02 0.18
H 1.67 -0.45 0.55 0.17
H -0.01 -0.75 -1.42 0.36
H 1.18 1.78 -0.50 0.20
H -0.88 -2.12 0.34 0.20
O -0.96 2.56 -4.40 -0.73
C 0.57 -0.52 0.52 -0.05
C -0.07 -0.40 3.01 -0.40
C -0.15 1.65 -3.63 -0.08
C 0.17 -1.99 0.60 -0.41
C -0.48 -1.87 2.99 -0.40
H -1.65 1.38 -1.37 0.49
H -0.51 0.61 -3.64 0.15
H 0.76 -2.57 -0.13 0.21
H -0.81 0.06 3.67 0.21
N 0.06 0.02 -0.75 -0.66
O -1.38 2.26 -1.66 -0.73
H 1.47 -2.43 2.27 0.20
H 1.68 0.81 -1.88 0.18
H 0.93 -0.25 3.51 0.19
C -0.06 0.30 1.65 -0.41
H -0.35 -2.31 4.00 0.21
H 0.51 3.02 -2.26 0.18
C 0.43 -2.58 2.01 -0.39